Entry 1:
Molecular formula: H20O10
Method: DFT, the ωB97M-V functional and the def2-TZVPD basis

For the gap between HOMO and LUMO, the calculation gives 11.374 eV. As for the energy above the lowest of the compared OMol25 structures with the same formula, charge and spin: 412.5 kJ/mol. The highest occupied orbital energy comes out at -11.220 eV. Its SMILES is O.O.O.O.O.O.O.O.O.O.

Geometry as XYZ:
```
30
Properties=species:S:1:pos:R:3:forces:R:3
H -0.11247 -0.47543 0.06973 -4.225 -2.236 0.181
H 0.64670 0.39334 -0.87297 0.010 -0.435 0.657
H -1.06823 3.64863 2.71091 -1.437 -0.860 -1.207
H -1.42223 2.61648 1.56431 -0.128 0.387 0.471
H 2.68680 0.83047 1.97943 1.095 1.458 -0.373
H 3.27730 2.05774 1.22223 -0.452 1.137 -2.360
H -4.42498 -2.86362 -1.43927 -0.012 0.098 -0.249
H -4.22574 -1.55089 -0.67447 0.024 2.093 -0.505
H 0.39135 -4.43418 2.02763 -1.438 -0.507 -0.385
H -0.00016 -3.13828 1.77023 -0.237 1.641 -0.131
H 0.15248 4.35221 -0.41888 -0.392 -0.089 -3.073
H 0.74023 4.49989 -1.94785 -1.033 -0.199 1.160
H 1.17987 -2.84112 -4.49343 -0.785 -0.299 -0.368
H 2.68334 -2.71731 -4.58066 -0.604 0.257 0.602
H 3.01483 2.81067 -4.10885 -0.153 0.130 -0.152
H 1.99487 2.27656 -3.09750 -1.330 0.153 0.198
H -1.17981 -1.76702 1.00605 -0.411 0.355 -0.307
H -2.58201 -2.11903 0.70187 -0.638 -0.438 -0.338
H 0.11616 -0.69187 4.05911 -0.466 -0.388 -1.768
H -1.30520 -0.83202 3.63909 0.509 -0.143 -0.873
O 0.65612 -0.02943 0.00621 4.258 2.852 -0.886
O -1.82002 3.29493 2.14174 1.616 0.406 0.730
O 3.35738 1.57284 1.99615 -0.720 -2.630 2.660
O -4.23896 -2.47172 -0.58829 -0.236 -2.221 0.741
O -0.43858 -3.97625 1.72744 1.796 -1.182 0.663
O -0.07713 4.28286 -1.42704 1.454 0.276 1.906
O 1.91770 -2.50305 -4.00719 1.378 0.047 -0.230
O 2.89129 2.22119 -3.36553 1.441 -0.257 -0.041
O -1.90460 -1.51680 0.40246 1.135 0.134 0.761
O -0.41359 -0.88148 3.22446 -0.019 0.460 2.517
```
Positions in Å, forces in eV/Å.

natural (NBO) population analysis, charges in e, atoms 1 to 8: H 0.47; H 0.47; H 0.47; H 0.48; H 0.49; H 0.47; H 0.48; H 0.47

Entry 2:
Molecular formula: H20O10
Method: DFT, the ωB97M-V functional and the def2-TZVPD basis

For the gap between HOMO and LUMO, the calculation gives 10.861 eV. As for the energy above the lowest of the compared OMol25 structures with the same formula, charge and spin: 252.1 kJ/mol. The highest occupied orbital energy comes out at -10.940 eV. Its SMILES is O.O.O.O.O.O.O.O.O.O.

Geometry as XYZ:
```
30
Properties=species:S:1:pos:R:3:forces:R:3
O 1.25470 -1.35977 -2.46593 -0.487 0.547 0.006
H 0.51470 -0.72077 -2.39093 0.658 -0.180 -0.306
H 1.03270 -1.91677 -1.71593 0.221 -0.043 -0.185
O 0.10270 1.48023 3.20407 -0.040 -0.221 0.366
H -0.46930 0.86423 3.67207 -0.031 0.129 0.260
H -0.18630 1.38123 2.28707 0.255 0.086 -0.377
O -2.64130 -0.66377 0.90707 0.222 0.573 2.064
H -2.02030 0.08523 0.87707 0.008 -0.181 -0.187
H -2.82230 -0.90077 0.02907 -0.378 -0.496 -1.808
O 1.76770 2.49523 -0.91793 0.400 1.560 -0.055
H 2.26570 3.35323 -1.01693 -0.608 -1.451 0.205
H 2.39370 1.78623 -1.07693 0.305 -0.107 -0.046
O -0.96130 0.62523 -2.13693 0.751 -0.210 2.183
H -1.04430 0.90623 -3.00993 -0.127 0.707 -2.346
H -1.64630 -0.00877 -1.98693 -0.700 -0.652 0.128
O -0.22830 0.71423 0.59607 -0.449 1.417 -1.672
H 0.08270 -0.18577 0.49207 0.310 -0.426 -0.265
H -0.25530 1.11323 -0.33593 0.166 -0.856 1.805
O 0.87570 2.54923 -3.50293 -0.840 -0.039 0.076
H 0.99370 2.54623 -2.51493 -0.532 -0.055 -1.009
H -0.07930 2.56223 -3.74593 1.278 0.269 0.632
O 1.41170 -1.16577 2.46107 -0.159 0.088 0.221
H 1.99370 -1.20677 1.69607 0.099 0.271 0.185
H 1.52870 -0.30577 2.90207 0.047 -0.123 -0.458
O -0.95830 -2.64677 2.46207 0.596 0.520 -0.104
H -1.90530 -2.61177 2.47507 -1.003 -0.170 -0.105
H -0.72930 -1.71077 2.58707 0.426 -0.417 0.136
O -0.16130 -2.08277 -0.28293 0.423 -0.958 1.004
H -0.54730 -2.12777 0.61407 -0.555 0.085 0.064
H 0.43770 -2.84777 -0.16093 -0.255 0.335 -0.413
```
Positions in Å, forces in eV/Å.

natural (NBO) population analysis, charges in e, atoms 1 to 8: O -0.96; H 0.48; H 0.47; O -0.97; H 0.46; H 0.50; O -0.97; H 0.50

Entry 3:
Molecular formula: H20O10
Method: DFT, the ωB97M-V functional and the def2-TZVPD basis

For the gap between HOMO and LUMO, the calculation gives 11.121 eV. As for the energy above the lowest of the compared OMol25 structures with the same formula, charge and spin: 201.6 kJ/mol. The highest occupied orbital energy comes out at -10.919 eV. Its SMILES is O.O.O.O.O.O.O.O.O.O.

Geometry as XYZ:
```
30
Properties=species:S:1:pos:R:3:forces:R:3
H 0.21622 3.84529 -0.66117 0.379 -1.345 0.873
H -0.41193 2.42853 -0.68012 0.595 0.419 0.736
H 2.14940 1.49845 0.11963 1.791 -0.736 0.035
H 3.33836 0.48444 0.46586 -0.041 -1.663 1.960
H -2.17396 1.87031 -1.82005 -0.451 0.383 -1.380
H -1.38460 0.65543 -1.20747 -0.535 1.250 -0.113
H 2.34803 -0.32200 -1.64677 0.727 2.177 0.717
H 2.78971 -1.73700 -1.90770 0.372 -0.240 -0.141
H 1.53321 -0.81829 1.52217 -0.286 -1.035 0.053
H 2.19343 -0.38572 2.87279 0.012 -0.137 -1.122
H -0.28394 -2.48110 0.74847 -0.959 0.047 0.423
H 0.91375 -2.18605 -0.04128 0.551 0.234 -0.021
H -3.12408 0.81564 0.31745 0.251 -0.236 0.510
H -2.35572 0.41886 1.57544 1.011 0.221 0.333
H -2.50201 -2.77449 -0.51706 0.216 1.117 0.487
H -2.96843 -1.42884 0.21878 0.863 0.104 0.074
H 0.34027 -1.10609 -2.01738 -1.430 1.616 1.045
H -0.96376 -1.19513 -1.06909 0.328 0.642 -0.420
H 0.26219 0.24494 1.46538 -1.232 1.783 0.266
H -0.24897 1.76574 1.43603 0.801 1.412 -0.900
O 0.31096 2.95242 -0.22717 -0.860 0.865 -1.333
O 3.08412 1.18748 -0.07102 -1.803 2.701 -2.460
O -1.91869 1.49766 -0.99988 0.914 -1.222 0.923
O 2.02336 -1.17530 -1.82624 -0.353 -2.179 -0.504
O 2.32876 -0.45246 1.90113 0.737 0.604 1.486
O 0.63495 -2.26306 0.88007 0.264 -0.153 -0.460
O -3.14856 0.21747 1.09127 -1.477 -0.097 -0.743
O -2.18312 -1.91771 -0.13995 -0.949 -1.639 -0.370
O -0.37798 -0.54767 -1.54685 0.498 -2.002 -0.642
O -0.42098 0.90825 1.76473 0.066 -2.890 0.689
```
Positions in Å, forces in eV/Å.

natural (NBO) population analysis, charges in e, atoms 1 to 8: H 0.48; H 0.50; H 0.50; H 0.49; H 0.48; H 0.52; H 0.51; H 0.49

Entry 4:
Molecular formula: H20O10
Method: DFT, the ωB97M-V functional and the def2-TZVPD basis

For the gap between HOMO and LUMO, the calculation gives 9.725 eV. As for the energy above the lowest of the compared OMol25 structures with the same formula, charge and spin: 290.0 kJ/mol. The highest occupied orbital energy comes out at -10.178 eV. Its SMILES is O.O.O.O.O.O.O.O.O.O.

Geometry as XYZ:
```
30
Properties=species:S:1:pos:R:3:forces:R:3
O -7.92400 -28.04400 -5.78400 -0.556 -0.038 0.243
H -8.11500 -28.17800 -4.84000 0.217 -0.123 -0.194
H -7.29900 -28.70700 -6.08600 -0.116 -0.264 0.063
O -5.19000 -27.97400 -4.81600 1.100 2.227 -1.771
H -5.40100 -28.66900 -4.23700 0.190 -2.020 1.513
H -4.22100 -27.82900 -4.81000 -0.916 -0.112 0.196
O -8.28100 -28.60600 -3.04800 2.720 0.999 -0.579
H -9.05800 -28.94200 -2.71000 -2.805 -1.434 0.982
H -7.94900 -28.03200 -2.34400 0.299 0.175 -0.222
O -6.68500 -25.84800 -6.65400 -0.250 0.369 -1.255
H -6.93000 -25.86000 -7.60600 0.499 0.164 0.862
H -7.24500 -26.55000 -6.30000 0.110 -0.046 0.274
O -5.82000 -28.03000 -9.11100 -0.093 0.674 -0.934
H -5.75000 -28.59600 -8.36400 0.864 -0.717 1.629
H -6.69500 -28.30700 -9.35000 -0.867 0.199 -0.942
O -5.52000 -30.13400 -3.31800 0.564 -0.137 -0.125
H -6.46900 -30.16300 -3.34400 -0.941 -0.162 0.074
H -5.31200 -29.71300 -2.48500 0.133 0.004 0.499
O -5.92200 -26.20500 -2.76000 -0.255 1.048 1.233
H -6.07500 -26.91300 -3.35400 0.153 -0.986 -1.278
H -6.33100 -25.46200 -3.21800 0.024 0.129 0.074
O -9.59200 -25.98300 -3.45900 0.429 0.845 0.707
H -9.96000 -26.49600 -4.15800 -0.481 -0.549 -0.941
H -9.53900 -26.57700 -2.71200 -0.088 -0.009 0.125
O -5.68300 -29.63600 -6.83400 -2.316 -1.408 -2.092
H -4.88300 -30.08600 -6.98700 1.473 -0.883 -0.137
H -5.55300 -29.02000 -6.16100 1.145 2.096 2.097
O -10.18100 -27.92500 -7.36000 -1.738 0.352 -0.057
H -9.37700 -27.87500 -6.88200 1.425 0.072 1.090
H -9.92500 -28.30200 -8.18200 0.078 -0.466 -1.135
```
Positions in Å, forces in eV/Å.

natural (NBO) population analysis, charges in e, atoms 1 to 8: O -0.99; H 0.51; H 0.50; O -0.97; H 0.48; H 0.50; O -0.96; H 0.48